{
  "formula": "C4H6O2",
  "method": "ωB97M-V/def2-TZVPD",
  "de_lowest_kj_mol": 467.5,
  "homo_lumo_gap_ev": 9.69,
  "e_tot_ev": -8335.616,
  "smiles": "C1OCC12CO2",
  "symbols": ["C", "O", "C", "C", "C", "O", "H", "H", "H", "H", "H", "H"],
  "xyz": [[0.5032, -0.9086, 1.1196], [1.0226, -1.6350, -0.0143], [0.5190, -0.6630, -0.9452], [-0.0825, 0.1396, 0.1800], [-1.1137, 1.5201, -0.2072], [0.0835, 1.4785, 0.4196], [-0.1844, -1.5263, 1.6998], [1.2919, -0.5113, 1.7798], [1.3059, -0.1271, -1.4866], [-0.1571, -1.1410, -1.6660], [-1.1422, 2.1579, -1.0839], [-2.0462, 1.2163, 0.2044]],
  "forces_ev_per_a": [[-0.698, -0.334, 0.300], [0.036, 0.153, 0.332], [0.487, 0.312, -0.534], [-0.909, 1.457, -1.691], [-0.025, -2.462, -0.584], [1.603, 0.561, 1.411], [0.037, -0.027, 0.077], [-0.225, 0.071, -0.254], [0.122, -0.095, -0.083], [0.003, 0.204, 0.221], [0.039, -0.468, -0.420], [-0.470, 0.628, 1.224]],
  "mulliken_charge": [-0.331, -0.396, -0.450, 0.453, -0.412, -0.372, 0.199, 0.245, 0.253, 0.222, 0.305, 0.284]
}